Entry 1:
The following is a quantum chemistry calculation of an isolated ion of composition C4H7N2O2 and charge +1, from the Open Molecules 2025 dataset.

Element x y z (Å)
C  -0.81  0.40  -1.17
C  0.45  0.79  -1.43
C  -1.31  0.07  0.18
C  -0.18  -0.44  1.01
N  1.00  0.38  0.79
N  1.37  0.84  -0.42
O  2.49  1.21  -0.62
O  0.38  -1.65  0.82
H  -1.50  0.37  -1.99
H  0.91  0.83  -2.39
H  -2.14  0.73  0.63
H  -1.80  -0.82  -0.13
H  -0.46  -0.38  1.98
H  1.68  0.08  1.45
H  -0.07  -2.41  1.30

## Properties
Highest occupied orbital energy: -0.57228 Eh
Energy relative to the best compared isomer or geometry (same formula, charge and spin): 413.0 kJ/mol
Charge: +1
Orbital gap: 9.41 eV
Energy: -416.20245 Eh
SMILES string: O=[N+]1C=CC[C@@H](O)N1

Here are the natural (NBO) charges for atoms 1 to 4, given in e:
1 C 0.019
2 C -0.142
3 C -0.533
4 C 0.239



Entry 2:
The following is a quantum chemistry calculation of C20H38IrN2O2PS4 as an isolated structure, from the Open Molecules 2025 dataset.

Element x y z (Å)
Ir  -0.58  -0.43  -0.07
C  -2.49  1.42  1.67
C  -2.42  0.33  0.61
S  -1.68  -1.38  -1.92
C  -0.40  -1.02  -3.19
C  0.95  -1.61  -2.81
S  1.49  -1.29  -1.10
C  2.33  0.31  -1.08
C  2.47  0.69  0.39
S  0.94  0.63  1.40
C  0.48  2.37  1.64
C  -0.27  2.45  2.96
S  -1.50  1.13  3.17
H  -3.53  1.53  2.00
H  -2.20  2.38  1.26
H  -2.95  0.72  -0.27
H  -3.03  -0.52  0.95
H  -0.33  0.06  -3.27
H  -0.75  -1.44  -4.13
H  1.72  -1.27  -3.50
H  0.92  -2.70  -2.88
H  1.75  1.04  -1.64
H  3.32  0.20  -1.53
H  2.91  1.68  0.49
H  3.14  -0.02  0.89
H  -0.12  2.71  0.80
H  1.41  2.94  1.68
H  -0.75  3.42  3.05
H  0.42  2.33  3.80
C  -0.27  -4.05  0.29
C  -0.08  -3.10  1.51
C  -0.78  -3.75  2.72
C  -0.86  -1.91  1.07
C  1.38  -2.84  1.86
C  1.66  -1.98  2.92
C  2.96  -1.75  3.33
C  4.02  -2.40  2.70
C  3.75  -3.28  1.66
C  2.44  -3.50  1.25
H  -1.32  -4.13  0.02
H  0.08  -5.04  0.58
H  0.29  -3.72  -0.58
H  -1.80  -4.02  2.47
H  -0.79  -3.08  3.57
H  -0.24  -4.66  3.00
H  -1.89  -1.99  1.44
H  0.84  -1.49  3.45
H  3.16  -1.09  4.16
H  5.03  -2.24  3.03
H  4.56  -3.81  1.18
H  2.26  -4.20  0.44
N  -3.35  1.25  -2.83
C  -2.33  2.22  -3.22
P  -1.24  2.63  -1.82
O  -1.97  3.46  -0.81
O  -0.44  1.42  -1.39
C  -0.06  3.89  -2.55
N  -0.47  5.20  -1.94
H  -3.98  1.65  -2.14
H  -2.51  -0.33  -2.29
H  -3.92  0.99  -3.63
H  -2.74  3.17  -3.59
H  -1.71  1.80  -4.02
H  -0.11  3.95  -3.63
H  0.96  3.67  -2.26
H  0.30  5.69  -1.48
H  -1.21  4.92  -1.23
H  -0.87  5.85  -2.62

## Properties
Highest occupied orbital energy: -0.49604 Eh
Energy relative to the best compared isomer or geometry (same formula, charge and spin): 0.0 kJ/mol
Charge: +2
Orbital gap: 7.74 eV
Energy: -3082.87569 Eh

Here are the natural (NBO) charges for atoms 1 to 4, given in e:
1 Ir 0.490
2 C -0.573
3 C -0.598
4 S 0.202



Entry 3:
The following is a quantum chemistry calculation of an isolated ion of composition C3H7IN3 and charge +1, from the Open Molecules 2025 dataset.

Element x y z (Å)
C  0.61  -0.20  0.06
C  -0.53  0.72  0.12
C  0.48  -1.64  -0.02
N  1.64  0.52  0.01
N  -1.70  0.11  0.09
N  -0.36  2.04  -0.01
I  3.62  -0.14  0.07
H  -0.21  -1.84  -0.80
H  0.06  -1.88  0.88
H  1.29  -2.27  -0.33
H  -1.60  -0.94  -0.13
H  -2.59  0.40  0.29
H  0.49  2.51  -0.16
H  -1.19  2.63  -0.07

## Properties
Highest occupied orbital energy (spin up / spin down): -0.39257 / -0.52143 Eh
Energy relative to the best compared isomer or geometry (same formula, charge and spin): 0.0 kJ/mol
Charge: +1
Orbital gap (spin up / spin down): 5.81 / 6.65 eV
2S+1: 3
Energy: -580.08102 Eh

Here are the natural (NBO) charges for atoms 1 to 4, given in e:
1 C 0.050
2 C 0.421
3 C -0.653
4 N -0.373



Entry 4:
The following is a quantum chemistry calculation of a 2-piece molecular cluster, C6H12OSi overall, from the Open Molecules 2025 dataset.

Element x y z (Å)
C  2.50  -1.96  -0.40
C  0.68  2.50  0.06
C  2.04  -0.89  0.24
C  1.12  1.35  0.55
C  -3.07  0.41  -0.61
C  1.19  0.15  -0.30
O  -2.46  -0.07  0.59
Si  -1.33  -1.21  0.75
H  3.27  -2.61  -0.11
H  2.09  -2.32  -1.38
H  0.62  3.45  0.71
H  0.40  2.54  -0.96
H  2.58  -0.80  1.11
H  1.18  1.40  1.65
H  -2.46  0.08  -1.39
H  -3.14  1.54  -0.36
H  -4.00  0.05  -0.84
H  1.03  0.18  -1.32
H  -1.08  -2.22  -0.23
H  -1.16  -1.54  2.23

## Properties
Highest occupied orbital energy (spin up / spin down): -0.23263 / -0.24593 Eh
Energy relative to the best compared isomer or geometry (same formula, charge and spin): 530.7 kJ/mol
Orbital gap (spin up / spin down): 6.13 / 6.71 eV
Energy: -600.37086 Eh

Here are the natural (NBO) charges for atoms 1 to 4, given in e:
1 C -0.434
2 C -0.426
3 C -0.242
4 C -0.235



Entry 5:
The following is a quantum chemistry calculation of a 6-piece molecular cluster, C35H62N3O8 overall, from the Open Molecules 2025 dataset.

Element x y z (Å)
C  -0.62  3.12  0.86
C  -0.55  1.84  -0.01
N  -0.31  2.18  -1.47
C  -1.58  2.27  -2.26
C  -2.25  3.67  -2.10
C  -3.61  3.59  -1.39
O  -3.74  4.15  -0.32
N  -4.73  2.92  -1.98
C  -4.71  1.52  -1.64
C  -4.19  1.07  -0.46
C  -4.13  -0.28  -0.16
C  -4.62  -1.16  -1.09
C  -5.18  -0.71  -2.25
C  -5.23  0.62  -2.54
N  0.70  1.31  -1.99
C  0.33  -0.13  -2.00
C  -0.60  -0.80  -3.00
O  0.85  -0.81  -1.15
C  1.36  1.83  -3.20
C  0.98  1.50  -4.63
O  2.30  2.56  -3.00
H  -1.65  3.47  0.91
H  0.00  3.93  0.46
H  -0.22  2.86  1.84
H  0.27  1.26  0.38
H  -1.48  1.28  0.13
H  0.10  3.12  -1.45
H  -1.41  2.13  -3.32
H  -2.24  1.46  -1.95
H  -2.41  4.11  -3.09
H  -1.63  4.36  -1.53
H  -4.74  3.05  -2.98
H  -3.80  1.76  0.28
H  -3.69  -0.62  0.77
H  -4.55  -2.22  -0.85
H  -5.57  -1.44  -2.96
H  -5.68  0.97  -3.47
H  -0.02  -1.59  -3.50
H  -1.36  -1.33  -2.42
H  -1.10  -0.14  -3.70
H  1.66  0.75  -5.06
H  -0.06  1.22  -4.79
H  1.16  2.41  -5.20
C  -6.68  2.20  3.48
C  -7.21  1.00  4.25
C  -6.83  -0.15  3.33
O  -5.63  0.24  2.65
C  -5.40  1.64  2.87
H  -6.50  3.08  4.10
H  -7.38  2.48  2.69
H  -6.68  0.91  5.20
H  -8.28  1.05  4.45
H  -7.61  -0.33  2.58
H  -6.65  -1.08  3.87
H  -4.55  1.74  3.56
H  -5.15  2.12  1.92
C  5.18  2.30  -1.48
C  5.59  1.06  -0.69
C  6.95  1.48  -0.14
O  6.90  2.90  0.04
C  5.73  3.42  -0.61
H  4.11  2.38  -1.64
H  5.68  2.30  -2.45
H  4.89  0.89  0.13
H  5.64  0.15  -1.29
H  7.75  1.26  -0.85
H  7.19  1.00  0.81
H  5.02  3.71  0.17
H  6.00  4.31  -1.18
C  8.22  1.66  3.75
C  9.23  1.33  4.85
C  8.34  1.32  6.09
O  7.04  0.89  5.66
C  6.98  0.91  4.23
H  8.53  1.36  2.76
H  8.02  2.73  3.74
H  9.65  0.34  4.68
H  10.05  2.04  4.92
H  8.25  2.32  6.52
H  8.71  0.64  6.86
H  6.99  -0.13  3.88
H  6.05  1.38  3.92
C  5.52  -2.89  -1.42
C  4.00  -2.78  -1.48
C  3.65  -3.80  -2.55
O  4.65  -4.82  -2.48
C  5.73  -4.38  -1.65
H  5.96  -2.54  -0.49
H  5.97  -2.32  -2.24
H  3.58  -3.08  -0.52
H  3.64  -1.78  -1.71
H  3.69  -3.35  -3.55
H  2.67  -4.25  -2.40
H  5.68  -4.94  -0.71
H  6.68  -4.61  -2.14
C  -6.88  -5.75  1.12
C  -6.78  -6.59  -0.15
C  -6.04  -5.66  -1.09
O  -5.19  -4.84  -0.28
C  -5.55  -5.01  1.10
H  -7.03  -6.33  2.02
H  -7.70  -5.04  1.02
H  -6.18  -7.48  0.05
H  -7.74  -6.91  -0.54
H  -6.74  -5.00  -1.62
H  -5.44  -6.19  -1.83
H  -4.76  -5.59  1.59
H  -5.60  -4.03  1.58

## Properties
Highest occupied orbital energy: -0.39101 Eh
Energy relative to the best compared isomer or geometry (same formula, charge and spin): 0.0 kJ/mol
Charge: +1
Orbital gap: 7.00 eV
Energy: -2136.60499 Eh

Here are the Löwdin charges for atoms 1 to 4, given in e:
1 C -0.022
2 C -0.105
3 N -0.038
4 C -0.067



Entry 6:
The following is a quantum chemistry calculation of C30H21BBr3F8InN3OP as an isolated structure, from the Open Molecules 2025 dataset.

Element x y z (Å)
In  -0.17  0.15  0.04
Br  2.60  0.46  0.29
C  2.45  2.01  1.45
Br  0.61  2.46  1.75
H  2.94  2.84  0.96
H  2.89  1.74  2.41
C  -5.08  -0.49  3.35
C  -5.37  0.71  2.72
C  -4.50  1.24  1.78
C  -3.32  0.55  1.50
C  -3.02  -0.66  2.11
C  -3.91  -1.18  3.04
N  -2.37  1.06  0.57
N  -2.75  2.02  -0.12
C  -1.83  2.54  -1.07
C  -2.30  3.64  -1.77
C  -1.49  4.23  -2.73
C  -0.24  3.70  -2.96
C  0.16  2.60  -2.22
N  -0.62  2.03  -1.30
H  -5.76  -0.90  4.08
H  -6.28  1.24  2.96
H  -4.71  2.18  1.30
H  -2.13  -1.20  1.84
H  -3.68  -2.12  3.52
H  -3.29  4.00  -1.54
H  -1.84  5.09  -3.29
H  0.43  4.11  -3.70
H  1.13  2.15  -2.37
F  3.04  -4.64  -5.09
C  2.54  -4.22  -3.93
C  2.54  -5.05  -2.83
F  3.04  -6.28  -2.92
C  2.02  -4.59  -1.63
F  2.10  -5.45  -0.62
C  1.47  -3.32  -1.47
P  0.76  -2.75  0.17
C  2.16  -3.16  1.29
C  1.93  -3.45  2.64
C  2.99  -3.61  3.51
C  4.30  -3.47  3.07
C  4.54  -3.15  1.74
C  3.48  -2.98  0.86
C  -0.48  -4.05  0.57
C  -1.82  -3.79  0.31
C  -2.79  -4.75  0.60
C  -2.43  -5.97  1.15
C  -1.09  -6.22  1.43
C  -0.12  -5.28  1.14
C  1.52  -2.50  -2.60
Br  0.96  -0.69  -2.66
C  2.04  -2.94  -3.81
F  2.08  -2.15  -4.88
H  0.92  -3.53  3.01
H  2.79  -3.84  4.55
H  5.12  -3.60  3.75
H  5.56  -3.03  1.38
H  3.68  -2.72  -0.17
H  -2.07  -2.82  -0.12
H  -3.83  -4.54  0.38
H  -3.18  -6.71  1.38
H  -0.79  -7.17  1.87
H  0.91  -5.50  1.37
F  0.01  -1.47  4.28
B  0.29  -0.28  3.68
F  -0.23  -0.39  2.27
F  1.65  -0.01  3.54
F  -0.39  0.78  4.24
O  -1.50  -1.16  -0.60

## Properties
Highest occupied orbital energy: -0.26118 Eh
Energy relative to the best compared isomer or geometry (same formula, charge and spin): 448.8 kJ/mol
Orbital gap: 5.69 eV
Energy: -10472.71973 Eh

Here are the Löwdin charges for atoms 1 to 4, given in e:
1 In 0.327
2 Br 0.801
3 C -0.883
4 Br 0.864



Entry 7:
The following is a quantum chemistry calculation of a 2-piece molecular cluster, C4H10O4 overall, from the Open Molecules 2025 dataset.

Element x y z (Å)
C  -1.47  -2.28  5.54
C  -2.57  -1.31  5.16
C  -3.56  -1.89  4.27
C  -4.69  -0.98  3.93
O  -2.86  -2.27  3.01
O  -3.26  -3.68  2.70
H  -0.72  -1.80  6.18
H  -1.90  -3.13  6.12
H  -0.97  -2.71  4.66
H  -3.07  -0.97  6.05
H  -2.12  -0.48  4.62
H  -4.00  -2.79  4.74
H  -5.19  -0.67  4.85
H  -4.22  -0.11  3.44
H  -5.37  -1.46  3.23
H  -2.74  -3.96  1.86
O  -2.51  -4.76  0.66
O  -3.10  -4.36  -0.32

## Properties
Highest occupied orbital energy (spin up / spin down): -0.34124 / -0.34110 Eh
Energy relative to the best compared isomer or geometry (same formula, charge and spin): 798.6 kJ/mol
Orbital gap (spin up / spin down): 7.09 / 6.98 eV
Energy: -459.08464 Eh
SMILES string: CC[C@@H](C)OO.O=O

Here are the natural (NBO) charges for atoms 1 to 4, given in e:
1 C -0.599
2 C -0.427
3 C 0.083
4 C -0.621



Entry 8:
The following is a quantum chemistry calculation of C5H7NO2 in the gas phase, from the Open Molecules 2025 dataset.

Element x y z (Å)
C  0.60  -1.43  0.41
C  2.34  0.21  -0.03
C  -0.40  -1.37  -0.68
C  -0.52  -0.45  0.52
C  -1.09  1.81  -0.01
N  1.85  -0.88  0.09
O  2.87  1.25  -0.35
O  -0.06  0.98  0.47
H  0.68  -2.32  1.00
H  -0.10  -1.14  -1.64
H  -1.15  -2.16  -0.67
H  -1.18  -0.66  1.37
H  -1.41  1.28  -0.88
H  -0.65  2.73  -0.34
H  -1.76  2.14  0.76

## Properties
Highest occupied orbital energy (spin up / spin down): -0.14312 / -0.37155 Eh
Energy relative to the best compared isomer or geometry (same formula, charge and spin): 422.5 kJ/mol
Orbital gap (spin up / spin down): 4.73 / 7.20 eV
2S+1: 3
Energy: -399.65795 Eh

Here are the natural (NBO) charges for atoms 1 to 4, given in e:
1 C -0.122
2 C 0.482
3 C -0.419
4 C 0.086



What is the energy in the fifth record? -2136.60499 Eh